Record 1
This record from the Open Molecules 2025 dataset describes 9 unconnected molecules or ions with the total composition C28H61NO8Si. The level of theory is ωB97M-V/def2-TZVPD.

Electronic energy = -2049.61613 a.u.
E_LUMO = 0.56 eV
Maximum force = 0.65 eV/Å
Gap between HOMO and LUMO = 9.11 eV
SMILES = CCCCN[SiH3].CC(C)=O.CC(C)=O.CC(C)=O.CC(C)=O.CC(C)=O.CC(C)=O.CC(C)=O.CC(C)=O

Structure (XYZ):
```
99
Properties=species:S:1:pos:R:3:lowdin_charge:R:1
C 4.61997 1.73628 2.27594 -0.11
C 3.18583 1.78048 2.80563 -0.28
C 2.25341 2.56425 1.89658 -0.24
C 0.81278 2.69538 2.41214 -0.31
N 0.24166 1.52846 3.08890 -0.22
Si -0.08557 0.09674 2.15040 0.58
H 5.18589 2.62352 2.55546 0.07
H 4.63158 1.63351 1.19093 0.07
H 5.15133 0.87805 2.68896 0.07
H 3.17125 2.25256 3.79293 0.11
H 2.83586 0.75680 2.95113 0.08
H 2.26770 2.16749 0.87552 0.10
H 2.65529 3.57776 1.82597 0.08
H 0.15741 2.96433 1.58210 0.09
H 0.77929 3.54830 3.09403 0.11
H 0.72622 1.33925 3.95310 0.05
H 0.87366 -0.96865 2.55645 -0.07
H 0.16127 0.37728 0.72187 -0.06
H -1.43874 -0.41152 2.39326 -0.09
C 2.30683 8.27139 2.25773 -0.01
C 2.97899 6.98106 1.87869 -0.50
C 4.19016 7.08514 0.98434 -0.01
O 2.57107 5.90693 2.26386 0.04
H 1.44971 8.05935 2.89340 0.09
H 3.00384 8.91165 2.80060 0.06
H 1.97127 8.79316 1.35959 0.09
H 4.95945 7.69041 1.46641 0.09
H 3.91338 7.56495 0.04367 0.08
H 4.58489 6.09112 0.78364 0.08
C -4.47778 -1.66323 0.93230 -0.02
C -3.32110 -2.51267 0.45910 -0.50
C -3.57781 -3.45157 -0.69055 -0.03
O -2.23072 -2.43816 0.98022 0.02
H -4.15947 -1.03256 1.75911 0.07
H -4.83755 -1.03670 0.11433 0.09
H -5.30198 -2.30064 1.25823 0.08
H -3.90390 -2.88605 -1.56654 0.09
H -4.36108 -4.16402 -0.42977 0.07
H -2.67299 -3.99816 -0.93343 0.07
C 0.66051 5.31620 -0.55725 -0.02
C 1.29205 6.04011 -1.71882 -0.50
C 1.82555 5.18290 -2.84246 -0.02
O 1.38007 7.24587 -1.74689 0.06
H 0.32348 6.03942 0.18136 0.08
H -0.19188 4.72349 -0.89425 0.09
H 1.39503 4.65406 -0.09447 0.07
H 1.01924 4.58671 -3.27286 0.08
H 2.58673 4.50028 -2.46055 0.08
H 2.25899 5.81561 -3.61299 0.08
C 4.64729 10.03830 6.18425 -0.02
C 3.76910 10.91445 5.32442 -0.49
C 3.14591 12.11555 5.99207 -0.02
O 3.57298 10.66623 4.15777 0.06
H 5.03349 9.21190 5.59294 0.08
H 5.48017 10.61992 6.58249 0.09
H 4.07400 9.64526 7.02528 0.09
H 3.92487 12.77173 6.38351 0.09
H 2.51946 11.79598 6.82634 0.09
H 2.54050 12.66108 5.27294 0.08
C -0.02737 -1.43680 -1.54824 -0.03
C 0.25278 -2.36157 -2.70709 -0.50
C 1.50582 -2.08602 -3.50660 -0.03
O -0.48470 -3.27714 -2.98844 0.07
H -0.94254 -1.74087 -1.04700 0.06
H 0.79398 -1.47200 -0.83185 0.08
H -0.13259 -0.41098 -1.90697 0.09
H 2.38253 -2.14701 -2.85971 0.08
H 1.46530 -1.08109 -3.93027 0.08
H 1.59643 -2.81405 -4.30898 0.08
C -3.13407 -8.61276 -2.46655 -0.02
C -3.06735 -7.10364 -2.47103 -0.49
C -2.77015 -6.45142 -3.79369 -0.02
O -3.23674 -6.46148 -1.45884 0.05
H -3.34764 -8.96983 -1.46163 0.08
H -3.91539 -8.95280 -3.14816 0.08
H -2.18378 -9.02518 -2.80905 0.08
H -3.53765 -6.71906 -4.52167 0.09
H -1.81158 -6.79942 -4.17105 0.06
H -2.74080 -5.37048 -3.67211 0.08
C -0.00469 -10.00647 -7.00162 -0.02
C -0.85114 -8.75691 -7.01549 -0.49
C -1.29679 -8.25286 -8.36641 -0.02
O -1.15729 -8.18636 -5.99506 0.06
H 0.25053 -10.26499 -5.97715 0.08
H -0.55005 -10.83299 -7.46001 0.09
H 0.91028 -9.84434 -7.57349 0.09
H -1.88875 -9.01632 -8.87378 0.09
H -0.42775 -8.02850 -8.98686 0.09
H -1.89451 -7.35350 -8.24270 0.08
C -5.53844 -6.84469 1.47607 -0.02
C -5.81099 -5.95179 2.66125 -0.51
C -4.62570 -5.61267 3.53443 -0.02
O -6.91557 -5.52103 2.89598 0.06
H -6.46014 -7.01173 0.92357 0.08
H -4.80495 -6.37713 0.81528 0.06
H -5.13590 -7.80299 1.80792 0.09
H -3.85729 -5.10836 2.94508 0.08
H -4.19091 -6.52515 3.94554 0.08
H -4.94325 -4.96433 4.34732 0.08
```

Record 2
This record from the Open Molecules 2025 dataset describes a molecular structure, C28H62CdF6NO18S2 in a non-equilibrium geometry. The level of theory is ωB97M-V/def2-TZVPD.

Electronic energy = -4076.29349 a.u.
E_LUMO = 1.80 eV
Maximum force = 6.98 eV/Å
Gap between HOMO and LUMO = 6.67 eV
Total charge = -1

Structure (XYZ):
```
118
Properties=species:S:1:pos:R:3:lowdin_charge:R:1
Cd 0.25471 -0.75124 -0.11637 1.41
C -3.52913 -1.37699 1.94531 -0.04
C -4.63103 -1.88579 1.36624 -0.38
C -4.64231 -2.37562 -0.10143 -0.32
O -5.76263 -2.75879 -0.68125 -0.06
C -3.52631 -2.31918 -0.89312 0.00
C -2.28110 -1.89719 -0.31011 -0.33
C -2.30562 -1.25472 1.15126 -0.26
O -1.20382 -0.69515 1.47521 -0.16
O -1.19583 -1.88321 -0.91753 -0.16
O -5.69266 -2.07783 2.07704 -0.04
H -3.55280 -1.22321 3.01405 0.11
H -3.59589 -2.62998 -1.92509 0.09
C 2.62213 3.54515 -1.03781 -0.68
F 2.84059 4.64882 -1.68516 0.19
F 3.17428 3.56722 0.23064 0.10
F 1.39868 3.25925 -0.89013 0.19
S 3.46288 2.18929 -2.13937 0.77
O 2.41681 1.82076 -3.09275 -0.30
O 4.68480 2.80981 -2.73060 -0.29
N 3.68688 0.90247 -0.97975 -0.33
S 5.20767 0.82312 -0.85244 0.57
O 5.94304 0.41654 -2.04420 -0.29
O 5.78321 1.94265 -0.07503 -0.31
C 5.37017 -0.68964 0.23379 -0.69
F 4.63701 -1.63905 -0.31261 0.13
F 6.62611 -1.16989 0.37224 0.14
F 4.87000 -0.46924 1.41113 0.16
C -1.28837 5.38707 1.84893 -0.08
C -1.06219 4.68901 0.54404 -0.30
O -1.51676 3.32540 0.57837 -0.10
H -0.85650 6.36161 1.62122 0.08
H -0.87494 4.85345 2.70475 0.09
H -2.32076 5.60410 2.12309 0.07
H 0.02123 4.66814 0.42623 0.09
H -1.48479 5.20905 -0.31566 0.12
H -2.19787 3.37157 1.25332 0.04
C 1.49044 -2.42191 -3.37195 -0.05
C 2.51467 -1.74655 -2.52194 -0.33
O 1.85988 -0.90161 -1.66933 -0.18
H 1.73697 -3.42318 -3.72519 0.09
H 1.38700 -1.84683 -4.29210 0.05
H 0.53912 -2.33161 -2.84760 0.06
H 3.20252 -1.07289 -3.03297 0.12
H 3.10382 -2.42430 -1.90416 0.10
H 2.53346 -0.30300 -1.33836 -0.01
C 0.57911 0.76845 -5.74440 -0.09
C 1.28440 -0.02743 -6.84734 -0.27
O 0.67614 0.31857 -8.13509 -0.09
H 1.03402 0.35046 -4.84639 0.04
H -0.50676 0.74084 -5.65374 0.08
H 0.95627 1.78434 -5.62683 0.07
H 1.16843 -1.08714 -6.62004 0.09
H 2.33708 0.25460 -6.82655 0.12
H -0.17355 -0.12617 -8.09230 0.06
C 0.61949 -4.50790 1.15106 -0.05
C 1.30682 -3.35486 0.41670 -0.29
O 1.17111 -2.11896 1.09358 -0.18
H -0.41281 -4.65742 0.83467 0.08
H 0.63642 -4.37194 2.23241 0.06
H 1.21237 -5.39691 0.93597 0.07
H 0.80160 -3.35280 -0.54914 0.09
H 2.32830 -3.62892 0.15294 0.11
H 1.67672 -2.00423 1.90154 0.04
C 2.57233 1.46576 2.80012 -0.05
C 1.32497 1.31043 1.95798 -0.31
O 1.67770 0.60472 0.83070 -0.17
H 3.34963 2.03965 2.29558 0.08
H 2.95394 0.48124 3.07065 0.05
H 2.29842 1.81440 3.79588 0.07
H 0.88808 2.30272 1.84584 0.12
H 0.60755 0.66196 2.46087 0.09
H 2.38045 0.99925 0.30909 0.03
C 1.79035 -3.11885 5.25202 -0.07
C 1.78943 -1.93838 4.26271 -0.28
O 2.72620 -2.31492 3.26756 -0.10
H 0.96203 -3.04548 5.95672 0.07
H 2.72961 -3.38442 5.73719 0.08
H 1.57763 -4.04469 4.71754 0.07
H 2.29929 -1.11152 4.75713 0.11
H 0.78489 -1.66390 3.94076 0.11
H 3.52499 -2.58718 3.72517 0.11
C -4.83140 3.08475 2.77151 -0.06
C -4.07660 1.73710 2.89210 -0.31
O -2.71124 1.94129 2.69450 -0.09
H -5.88666 2.89243 2.57772 0.07
H -4.46571 3.56719 1.86508 0.06
H -4.76038 3.72777 3.64877 0.07
H -4.40419 0.84480 2.35861 0.09
H -4.26840 1.40171 3.91133 0.10
H -2.32542 1.07201 2.56378 0.05
C -2.31081 -2.34644 -4.64019 -0.10
C -2.06540 -2.36960 -6.08375 -0.38
O -2.91913 -1.57111 -6.82265 -0.05
H -3.29016 -2.74513 -4.37556 0.08
H -2.35249 -1.31390 -4.29346 0.07
H -1.51752 -2.82569 -4.06651 0.08
H -2.08156 -3.42164 -6.36844 0.12
H -1.07664 -1.92677 -6.20353 0.10
H -3.78320 -1.97935 -6.73137 0.09
C -2.14933 1.40273 -2.27160 -0.06
C -0.64110 1.07912 -2.18114 -0.24
O -0.41295 1.06171 -0.74088 -0.21
H -2.32966 2.43983 -1.98875 0.07
H -2.77702 0.78473 -1.62958 0.08
H -2.63165 1.25301 -3.23754 0.07
H -0.03503 1.89019 -2.58480 0.09
H -0.42358 0.17384 -2.74793 0.09
H -0.54695 1.95795 -0.42400 0.05
C -0.66515 0.73461 4.93613 -0.08
C -1.38893 0.21300 6.18471 -0.32
O -1.21277 1.05927 7.29924 -0.07
H 0.40614 0.76315 5.13519 0.06
H -0.89113 1.75038 4.61172 0.08
H -0.83749 -0.01991 4.16860 0.05
H -1.10032 -0.81701 6.39421 0.10
H -2.46998 0.14938 6.06073 0.11
H -1.54609 0.47539 7.98450 0.08
```

Record 3
This record from the Open Molecules 2025 dataset describes 4 unconnected molecules or ions with the total composition C28H63BN4O3 in a non-equilibrium geometry. The level of theory is ωB97M-V/def2-TZVPD.

Electronic energy = -1574.17660 a.u.
E_LUMO = 0.46 eV
Maximum force = 2.49 eV/Å
Gap between HOMO and LUMO = 8.21 eV
SMILES = C#CCOC(=O)N(B(C)O)[C@@H](C)CCC.CCN(CC)CC.CCN(CC)CC.CCN(CC)CC

Structure (XYZ):
```
99
Properties=species:S:1:pos:R:3:lowdin_charge:R:1
C 0.23718 -4.86194 0.57084 0.16
C 0.89777 -3.93346 0.17495 -0.09
C 1.72901 -2.83751 -0.24440 -0.18
O 1.11322 -1.88674 -1.12164 -0.01
C -0.22375 -2.08090 -1.41293 -0.52
O -0.51063 -2.74944 -2.36574 0.14
N -1.20204 -1.41725 -0.68259 0.14
B -0.72570 -0.39256 0.28285 -0.52
C 0.33536 -0.57157 1.43360 0.02
O -1.28490 0.87690 0.14045 0.14
C -2.31498 -2.27089 -0.20512 -0.29
C -2.41746 -2.37584 1.30848 -0.04
C -3.62754 -1.75316 -0.87232 -0.14
C -4.87286 -1.73171 0.01079 -0.27
C -6.09514 -1.40031 -0.84824 -0.11
H -0.30806 -5.63666 1.01771 0.03
H 2.09067 -2.30549 0.62316 0.11
H 2.60493 -3.21344 -0.75227 0.13
H 0.47165 -1.60866 1.68927 0.05
H 1.27745 -0.05883 1.26897 0.07
H -0.10237 -0.12070 2.32146 0.07
H -0.56326 1.45053 -0.13044 0.10
H -2.19476 -3.26984 -0.58449 0.13
H -2.83714 -1.50044 1.78600 0.08
H -1.49183 -2.66849 1.77423 0.07
H -3.10705 -3.18073 1.52258 0.09
H -3.48756 -0.75666 -1.26588 0.12
H -3.85481 -2.42774 -1.68758 0.12
H -4.78716 -0.96580 0.76915 0.10
H -5.05875 -2.68338 0.48904 0.10
H -5.84474 -0.68705 -1.62386 0.07
H -6.42931 -2.29872 -1.35660 0.07
H -6.93301 -1.02155 -0.27798 0.07
C 0.55168 1.02672 5.54811 -0.09
C -0.94650 1.21186 5.35578 -0.28
N -1.74761 0.15947 5.94884 -0.20
C -3.14011 0.19817 5.53558 -0.25
C -3.98496 1.41036 5.94475 -0.08
C -1.51359 -0.08932 7.36048 -0.25
C -1.72371 1.07175 8.34211 -0.08
H 0.87757 0.05822 5.16530 0.08
H 1.08900 1.80554 5.00518 0.07
H 0.84414 1.10224 6.59610 0.06
H -1.13884 1.21917 4.27877 0.11
H -1.22720 2.21003 5.72662 0.10
H -3.63303 -0.71185 5.88854 0.11
H -3.15854 0.12669 4.44279 0.10
H -4.26473 1.37576 6.99661 0.05
H -4.91372 1.42025 5.37053 0.07
H -3.47603 2.35510 5.75307 0.07
H -0.48730 -0.44773 7.47431 0.10
H -2.13243 -0.93508 7.66994 0.11
H -1.30402 2.00807 7.97235 0.07
H -1.22931 0.84524 9.28901 0.07
H -2.77716 1.23189 8.56510 0.05
C 2.19560 3.96068 1.17034 -0.09
C 3.52371 4.25870 0.48898 -0.27
N 4.66983 3.73318 1.20511 -0.20
C 5.93891 4.23679 0.70805 -0.25
C 6.35417 3.86941 -0.72152 -0.09
C 4.62429 2.31317 1.50086 -0.25
C 4.49412 1.33627 0.32419 -0.08
H 2.19181 4.32932 2.19664 0.08
H 1.38716 4.45313 0.62841 0.07
H 1.97425 2.89167 1.18525 0.05
H 3.63192 5.34486 0.43145 0.12
H 3.47652 3.89625 -0.55011 0.10
H 6.72963 3.92732 1.39669 0.11
H 5.90842 5.32842 0.78203 0.11
H 6.69769 2.83855 -0.79426 0.05
H 7.18637 4.50277 -1.03544 0.07
H 5.54706 4.01623 -1.43948 0.07
H 3.78624 2.13742 2.18099 0.10
H 5.50782 2.05064 2.08761 0.12
H 3.76295 1.66921 -0.41388 0.07
H 4.16334 0.36290 0.69493 0.06
H 5.44519 1.17574 -0.18023 0.06
C 1.19349 -1.57863 -4.82913 -0.09
C 0.02725 -1.90169 -5.74719 -0.27
N -0.41313 -0.77215 -6.54688 -0.20
C -1.68111 -1.00347 -7.21508 -0.25
C -1.74810 -2.10137 -8.28392 -0.09
C 0.61315 -0.12844 -7.34603 -0.25
C 1.36653 -0.98093 -8.37681 -0.09
H 0.95353 -0.73786 -4.17675 0.08
H 1.41201 -2.44126 -4.20176 0.07
H 2.10158 -1.33869 -5.38651 0.06
H -0.80813 -2.21737 -5.11761 0.11
H 0.29598 -2.77212 -6.36695 0.10
H -2.02044 -0.06121 -7.65491 0.11
H -2.41899 -1.23893 -6.44166 0.11
H -1.27674 -1.79257 -9.21604 0.05
H -2.79197 -2.32404 -8.51600 0.07
H -1.28447 -3.03083 -7.95312 0.07
H 1.34864 0.30589 -6.66409 0.10
H 0.16920 0.73302 -7.85183 0.11
H 1.64768 -1.95698 -7.97974 0.07
H 2.28690 -0.47197 -8.67186 0.07
H 0.78409 -1.13354 -9.28404 0.05
```